Here is C25H26AuNO2S6Si as an isolated structure from the OMol25 dataset. Energies are from ωB97M-V/def2-TZVPD.

```
62
Properties=species:S:1:pos:R:3:forces:R:3
Au -0.2558 0.1985 0.0644 0.2 -0.1 -0.3
O 0.7579 -0.1645 1.7651 0.1 -0.5 0.5
N 2.0721 0.1491 1.6776 -0.1 0.1 0.1
C 2.6748 0.3812 2.8582 0.0 0.0 0.1
C 3.9940 0.7330 2.9083 0.0 0.0 0.0
C 4.7006 0.8603 1.7101 0.0 0.0 0.0
C 4.0615 0.6178 0.5206 0.0 0.0 0.0
C 2.7151 0.2344 0.4967 0.0 -0.2 0.0
S 1.8847 -0.1986 -0.9434 -0.3 0.4 0.0
H 2.0272 0.2737 3.7150 0.0 0.0 0.0
H 4.4534 0.9200 3.8667 0.0 0.0 0.0
H 5.7396 1.1599 1.7170 0.0 0.0 0.0
H 4.5645 0.7192 -0.4299 0.0 0.0 0.0
C -3.6884 -2.1086 -3.5002 0.0 0.0 0.1
S -3.3791 -1.0223 -2.0872 0.1 0.1 -0.2
C -3.0733 -2.1623 -0.8103 -0.1 0.0 0.0
C -2.7131 -1.7947 0.4408 0.2 -0.3 0.4
S -2.4031 -0.2003 1.0746 0.2 0.5 -0.4
S -2.5790 -3.1301 1.5933 0.2 0.3 0.0
C -2.9450 -4.4232 0.5349 0.0 -0.1 -0.1
S -2.9967 -6.0075 0.9444 0.0 0.0 0.0
S -3.2731 -3.8724 -1.0819 -0.1 0.0 -0.1
H -3.8486 -1.4371 -4.3415 0.0 0.0 0.0
H -4.5747 -2.7236 -3.3592 0.0 0.0 0.0
H -2.8201 -2.7292 -3.7132 0.0 0.0 0.0
C -2.0937 4.1254 -1.4903 0.0 0.0 0.0
C -1.4901 3.5753 -2.7892 -0.1 -0.1 0.0
C -0.8706 4.7325 -3.5772 0.0 0.0 0.0
C -2.6071 2.9250 -3.6157 0.0 0.0 0.0
Si -0.2245 2.2403 -2.3360 -0.1 0.0 -0.1
O -1.0516 1.1086 -1.4759 -0.3 -0.1 -0.1
C 0.4853 1.4036 -3.8631 0.0 -0.1 0.0
C 1.0562 2.0770 -4.9462 0.1 0.0 0.0
C 1.5503 1.3889 -6.0467 0.0 0.0 0.0
C 1.4828 0.0044 -6.0883 0.0 0.0 0.0
C 0.9203 -0.6874 -5.0254 0.0 0.0 0.0
C 0.4273 0.0073 -3.9300 0.0 0.0 0.0
C 1.1584 3.0333 -1.3245 0.0 0.1 0.1
C 2.3866 3.3952 -1.8804 0.0 0.0 0.0
C 3.3718 4.0109 -1.1189 0.0 0.0 0.0
C 3.1492 4.2783 0.2251 0.0 0.0 0.0
C 1.9395 3.9201 0.8033 0.0 0.0 0.0
C 0.9594 3.3066 0.0331 0.0 0.0 0.0
H -2.8886 4.8409 -1.7261 0.0 0.0 0.0
H -1.3470 4.6510 -0.8903 0.0 0.0 0.0
H -2.5244 3.3273 -0.8816 0.0 0.0 0.0
H -1.6017 5.5423 -3.6731 0.0 0.0 0.0
H -0.5888 4.4312 -4.5874 0.0 0.0 0.0
H 0.0126 5.1427 -3.0798 0.0 0.0 0.0
H -3.3627 3.6724 -3.8821 0.0 0.0 0.0
H -3.1023 2.1332 -3.0492 0.0 0.0 0.0
H -2.2227 2.4928 -4.5430 0.0 0.0 0.0
H 1.1308 3.1582 -4.9368 0.0 0.0 0.0
H 1.9885 1.9353 -6.8726 0.0 0.0 0.0
H 1.8679 -0.5333 -6.9455 0.0 0.0 0.0
H 0.8703 -1.7693 -5.0482 0.0 0.0 0.0
H -0.0219 -0.5407 -3.1091 -0.1 0.0 0.0
H 2.5862 3.1817 -2.9247 0.0 0.0 0.0
H 4.3158 4.2815 -1.5764 0.0 0.0 0.0
H 3.9146 4.7625 0.8189 0.0 0.0 0.0
H 1.7550 4.1244 1.8513 0.0 0.0 0.0
H 0.0185 3.0383 0.5052 0.0 0.0 0.0
```
Positions in Å, forces in eV/Å.

## Properties
- LUMO (spin up / spin down) (eV) = -1.69 / -1.69
- relative energy (zero: lowest compared OMol25 entry of this formula, charge and spin) (eV) = 0.539
- Kohn-Sham gap (spin up / spin down) (eV) = 5.741 / 5.739
- total charge = 0